Density functional theory data (ωB97M-V/def2-TZVPD) for C15H26NO2OsP as an isolated structure.

Atoms and positions in Å:
C 2.448 -4.184 1.029
C 2.717 -3.560 -0.194
C 1.860 -2.572 -0.691
C 0.674 -2.273 -0.010
C 0.448 -2.820 1.272
C 1.325 -3.784 1.776
C 2.272 -1.840 -1.923
C 1.182 -1.040 -2.611
N -0.223 -1.940 -2.640
Os -0.740 -1.073 -0.895
C -0.717 -2.380 2.085
P -1.692 -0.999 1.216
H 3.595 -3.827 -0.802
H 1.140 -4.227 2.761
H 3.143 -4.949 1.404
H -0.392 -1.987 3.060
H -1.412 -3.212 2.284
H 3.082 -1.136 -1.681
H 2.686 -2.563 -2.644
H 0.940 -0.043 -2.179
C -1.485 0.281 2.545
C -3.386 -1.661 1.552
H 1.412 -0.901 -3.670
C -0.649 -1.752 -4.147
C -1.803 -2.334 -2.005
H -2.348 0.117 0.426
H -1.228 -2.620 -4.471
H -1.212 -0.829 -4.244
H 0.249 -1.742 -4.772
H -2.035 -3.013 -2.865
H -1.759 -3.082 -1.214
H -2.535 -1.548 -2.189
H -3.352 -2.756 1.539
H -3.750 -1.292 2.522
H -4.065 -1.313 0.765
H -2.083 0.015 3.429
H -0.421 0.358 2.793
H -1.821 1.256 2.171
H 0.191 -2.894 -2.667
C 2.030 2.440 0.553
C 1.253 1.154 0.451
O 1.460 0.282 1.322
O 0.402 1.060 -0.526
H 1.765 2.924 1.495
H 1.785 3.091 -0.284
H 3.095 2.206 0.561

DFT total energy in eV: -33291.9596
Frontier orbital gap (alpha / beta) in eV: 7.49 / 4.63
Expectation value of S²: 6.0457
Multiplicity: 5
ΔE to the lowest compared entry with this formula, charge and spin in kJ/mol: 668.8
HOMO level (alpha / beta) in eV: -14.32 / -14.96
Net charge: +2

Per-atom Mulliken charges, elementary charge units: -0.7307 -1.0984 0.7016 0.1075 1.0497 -0.7690 -0.9517 -0.9082 -0.5965 0.6527 -1.6777 0.9274 0.5025 0.5423 0.4094 0.5732 0.5918 0.4710 0.5249 0.3187 -1.5523 -1.2541 0.6866 -0.8539 -1.4084 0.0354 0.4733 0.3498 0.4133 0.5607 0.5172 0.5691 0.4477 0.4070 0.4087 0.4420 0.3817 0.4817 0.4229 -1.1035 0.9228 -0.3030 -0.7202 0.3429 0.3557 0.3360